1.
{
  "formula": "C5H10",
  "method": "the ωB97M-V functional and the def2-TZVPD basis",
  "de_lowest_kj_mol": 202.8,
  "gap_ev": 10.707,
  "energy_ha": -196.43118,
  "charge": 0,
  "homo_ev": -9.552,
  "symbols": ["C", "C", "C", "C", "C", "H", "H", "H", "H", "H", "H", "H", "H", "H", "H"],
  "positions_angstrom": [[-0.141426, -1.129534, -1.632543], [0.595848, -0.102686, -1.103236], [0.404460, 0.410219, 0.324347], [0.199203, -0.736227, 1.182927], [-0.789295, 1.382094, 0.372078], [0.205199, -1.385194, -2.615721], [-0.800823, -1.837866, -1.015055], [1.432872, 0.452545, -1.689000], [1.386097, 0.814690, 0.580102], [-0.586629, -1.478828, 0.987404], [-0.030550, -0.492773, 2.277607], [1.265562, -1.124339, 1.308959], [-0.412057, 2.463773, -0.102778], [-1.102850, 1.721100, 1.415212], [-1.625613, 1.043024, -0.290303]],
  "forces_ev_per_angstrom": [[1.71, 0.81, 1.55], [-0.32, -0.34, -0.85], [-0.77, 0.82, -1.86], [1.36, -1.96, 4.44], [1.02, 3.86, -0.81], [-0.58, -0.54, -0.47], [0.92, 1.48, -1.28], [-1.82, -1.16, 0.64], [-0.43, 0.74, 0.29], [0.61, 0.17, -0.58], [0.16, 0.35, -1.31], [-1.64, -0.76, -0.30], [-1.06, -2.69, 0.90], [0.24, -0.97, -1.28], [0.61, 0.19, 0.93]],
  "lowdin_charge": [-0.004, -0.161, -0.519, -0.149, -0.091, 0.033, 0.082, 0.128, 0.125, 0.071, 0.097, 0.109, 0.122, 0.081, 0.077]
}


2.
{
  "formula": "C5H10",
  "method": "the ωB97M-V functional and the def2-TZVPD basis",
  "de_lowest_kj_mol": 165.9,
  "gap_ev": 10.292,
  "energy_ha": -196.44522,
  "charge": 0,
  "homo_ev": -9.020,
  "symbols": ["C", "C", "C", "C", "C", "H", "H", "H", "H", "H", "H", "H", "H", "H", "H"],
  "positions_angstrom": [[-1.760084, -1.700856, 0.927349], [-0.480063, -1.080768, 0.547240], [-0.256770, 0.122988, 0.080604], [1.132609, 0.490828, -0.365717], [1.198037, 1.869048, -0.922579], [-2.277025, -2.440742, 0.263196], [-2.521559, -0.942587, 0.797818], [-1.793207, -2.214026, 1.865556], [0.430655, -1.815594, 0.610490], [-1.020462, 0.855004, 0.150251], [1.710221, 0.371366, 0.479350], [1.505009, -0.263540, -1.059360], [1.046702, 2.003543, -2.009815], [2.266606, 2.030482, -0.891570], [0.819328, 2.714861, -0.472813]],
  "forces_ev_per_angstrom": [[-1.89, -0.04, -1.11], [1.81, -3.23, -0.05], [0.71, -0.72, 0.19], [-2.77, -0.16, -0.98], [3.11, -0.59, -2.61], [1.42, 0.09, -0.22], [-0.39, 0.56, 0.94], [0.10, 0.20, 0.91], [-1.52, 1.38, -0.29], [-0.71, 0.73, -0.38], [1.64, 0.17, 1.89], [-0.08, 0.21, -0.28], [-0.62, -0.57, 0.41], [0.68, 0.68, -0.07], [-1.47, 1.30, 1.63]],
  "lowdin_charge": [-0.130, -0.204, -0.132, -0.265, -0.119, 0.086, 0.065, 0.058, 0.141, 0.100, 0.082, 0.119, 0.086, 0.066, 0.045]
}


3.
{
  "formula": "C5H10AuOP",
  "method": "the ωB97M-V functional and the def2-TZVPD basis",
  "de_lowest_kj_mol": 0.0,
  "gap_ev": [6.515, 6.319],
  "energy_ha": -748.61905,
  "charge": 0,
  "homo_ev": [-5.876, -7.833],
  "multiplicity": 3,
  "symbols": ["C", "C", "C", "C", "C", "Au", "P", "H", "H", "H", "H", "H", "H", "H", "H", "O", "H", "H"],
  "positions_angstrom": [[-0.439964, 0.983029, -2.444780], [-1.206711, 1.902253, -1.645544], [-0.294611, 2.600996, -0.799828], [1.048880, 2.240438, -1.131258], [0.962890, 1.263405, -2.186852], [-0.664949, -2.407772, -0.256596], [-0.314612, -3.691580, 1.580266], [-0.785209, 0.162425, -3.097322], [-2.300742, 1.977562, -1.657988], [-0.571629, 3.337989, -0.044208], [1.777758, 0.818072, -2.766077], [1.949935, 2.648061, -0.659839], [0.848886, -4.458139, 1.339124], [-1.254400, -4.717847, 1.923182], [-0.115193, -2.967587, 2.775986], [0.351685, -0.226536, 2.819990], [0.516617, 0.677985, 2.465388], [0.491367, -0.142757, 3.786360]],
  "forces_ev_per_angstrom": [[-1.87, 1.70, 1.23], [0.49, -2.80, -2.09], [1.48, 0.24, -0.21], [-0.53, -0.85, -0.83], [0.36, 1.24, 1.51], [-0.21, 0.43, -0.68], [-0.36, -0.33, -0.10], [0.04, 0.85, 0.42], [0.65, -0.05, 0.17], [0.07, -0.26, -0.25], [-0.24, 0.20, 0.49], [-0.46, -0.25, -0.40], [-0.15, 0.09, 0.60], [0.54, 0.41, 0.15], [0.17, -0.54, 0.00], [0.30, 0.95, 0.53], [-0.19, -1.03, 0.32], [-0.11, 0.01, -0.86]],
  "lowdin_charge": [-0.117, -0.114, -0.097, -0.124, -0.078, 0.007, 0.487, 0.084, 0.091, 0.098, 0.099, 0.083, -0.129, -0.121, -0.134, -0.125, 0.048, 0.043]
}


4.
{
  "formula": "C5H10BBr3N3O2",
  "method": "the ωB97M-V functional and the def2-TZVPD basis",
  "gap_ev": 8.289,
  "energy_ha": -8257.98625,
  "charge": 1,
  "homo_ev": -12.860,
  "symbols": ["C", "O", "B", "O", "N", "C", "N", "N", "Br", "C", "Br", "C", "C", "Br", "H", "H", "H", "H", "H", "H", "H", "H", "H", "H"],
  "positions_angstrom": [[-0.075104, -0.961991, -4.369924], [0.228387, 0.041322, -3.383035], [-0.467924, 0.119338, -2.255916], [-1.821896, 0.063166, -2.147830], [0.328451, 0.424138, -0.965593], [1.021920, -0.464705, -0.341808], [0.979271, -1.758609, -0.811420], [1.735947, -0.030837, 0.801747], [3.436528, -0.850350, 0.878285], [0.965202, -0.179490, 1.995045], [0.500007, -1.931198, 2.535955], [0.607692, 0.918943, 2.669821], [0.971600, 2.321585, 2.288736], [-0.438890, 0.799890, 4.209371], [0.793754, -1.610916, -4.467599], [-0.272877, -0.477272, -5.324905], [-0.954151, -1.545136, -4.090612], [-2.155768, -0.460525, -1.407786], [0.325310, 1.367722, -0.588676], [1.847118, -2.261158, -0.662200], [0.192762, -2.288208, -0.447585], [1.649816, 2.334343, 1.436664], [1.423436, 2.828858, 3.141699], [0.059889, 2.869311, 2.031365]],
  "forces_ev_per_angstrom": [[-0.26, 0.11, -0.50], [0.31, -0.32, 0.45], [-0.41, 0.15, -0.13], [0.36, -0.76, -0.01], [-0.19, 0.09, -0.16], [-0.05, 0.10, 0.05], [0.33, 0.17, -0.11], [0.11, -0.36, -0.21], [0.04, 0.07, 0.03], [-0.05, 0.27, 0.04], [0.00, -0.06, -0.05], [0.09, 0.14, -0.04], [-0.11, -0.12, -0.15], [-0.07, -0.03, 0.10], [-0.04, 0.08, 0.08], [0.06, 0.04, 0.10], [0.07, 0.08, 0.06], [-0.21, 0.48, 0.04], [0.05, -0.09, 0.19], [-0.09, -0.10, 0.25], [-0.08, 0.02, -0.16], [0.05, 0.05, 0.12], [0.02, -0.02, -0.08], [0.07, 0.00, 0.07]],
  "lowdin_charge": [-0.006, 0.095, -0.667, 0.230, 0.318, -0.441, 0.166, -0.480, 0.864, -0.860, 0.777, -0.763, -0.114, 0.837, 0.101, 0.104, 0.097, 0.128, 0.177, 0.068, 0.114, 0.075, 0.089, 0.091]
}


5.
{
  "formula": "C5H10BN",
  "method": "the ωB97M-V functional and the def2-TZVPD basis",
  "de_lowest_kj_mol": 376.0,
  "gap_ev": 10.049,
  "energy_ha": -276.00469,
  "charge": 0,
  "homo_ev": -9.700,
  "symbols": ["C", "C", "B", "C", "C", "N", "C", "H", "H", "H", "H", "H", "H", "H", "H", "H", "H"],
  "positions_angstrom": [[-2.140901, 1.489646, 0.292372], [-1.524850, 0.156058, 0.039512], [0.123161, -0.354735, -0.057939], [0.195170, -1.937120, 0.237083], [1.606081, 0.224348, -0.148418], [2.654786, 0.321959, 0.534228], [2.802512, 0.668641, -0.897688], [-1.984831, 1.829770, 1.298385], [-3.217906, 1.560113, 0.121741], [-1.829433, 2.219759, -0.404903], [-1.994231, -0.495785, -0.806346], [-1.892301, -0.355628, 0.993882], [-0.702299, -2.409966, 0.007997], [0.339248, -1.965481, 1.394945], [1.128242, -2.570797, -0.070823], [3.356518, -0.057090, -1.499338], [3.081034, 1.676314, -1.034694]],
  "forces_ev_per_angstrom": [[-0.61, 0.89, -0.99], [0.89, -3.08, 0.45], [-1.00, -0.56, 0.98], [3.32, 0.51, 1.44], [-1.14, 0.55, -0.27], [-0.20, -0.45, 0.63], [0.37, -1.20, 0.07], [0.36, 0.24, 0.41], [-0.17, -0.78, 0.23], [0.91, 1.15, -0.57], [0.54, 1.36, 1.24], [0.85, -0.40, -1.26], [-1.50, -1.14, -0.31], [-0.47, 0.24, -1.60], [-1.74, 1.35, 0.08], [-0.22, 0.17, 0.04], [-0.19, 1.15, -0.55]],
  "lowdin_charge": [-0.170, -0.196, -0.140, -0.066, -0.203, 0.120, -0.138, 0.070, 0.076, 0.051, 0.121, 0.109, 0.012, 0.114, 0.096, 0.082, 0.061]
}


6.
{
  "formula": "C5H10Br2NO",
  "method": "the ωB97M-V functional and the def2-TZVPD basis",
  "de_lowest_kj_mol": 0.0,
  "gap_ev": 9.276,
  "energy_ha": -5474.25546,
  "charge": 1,
  "homo_ev": -14.047,
  "symbols": ["C", "N", "C", "C", "Br", "C", "O", "C", "Br", "H", "H", "H", "H", "H", "H", "H", "H", "H", "H"],
  "positions_angstrom": [[2.253310, -1.315924, 0.901880], [1.152322, -1.019352, 0.019360], [0.427312, 0.025119, 0.085279], [0.550523, 1.108087, 1.079170], [0.543583, 2.878369, 0.174927], [-0.800039, 0.198641, -0.991174], [-0.955238, -1.057993, -1.564800], [-2.348100, 0.920848, -0.847222], [-3.432294, -0.180034, 0.326227], [1.984568, -1.102575, 1.938371], [2.519993, -2.367442, 0.820897], [3.131600, -0.715379, 0.646497], [0.914733, -1.683363, -0.726607], [1.449892, 1.082017, 1.691459], [-0.339984, 1.111513, 1.716342], [-0.324238, 0.838263, -1.751688], [-1.716413, -1.519585, -1.179508], [-2.279497, 1.935068, -0.476836], [-2.732041, 0.863725, -1.862580]],
  "forces_ev_per_angstrom": [[1.01, -0.13, 0.70], [-0.53, 0.17, -0.52], [-3.21, 1.39, -0.77], [0.39, 0.77, 0.21], [0.09, -0.77, 0.32], [-0.17, 0.28, -0.32], [-0.02, -0.38, -0.26], [2.89, -1.49, 0.81], [0.16, 0.24, -0.20], [-0.04, -0.11, -0.17], [-0.11, 0.07, -0.06], [-0.14, -0.09, -0.08], [-0.18, 0.16, 0.16], [-0.11, -0.01, -0.09], [0.11, -0.10, -0.12], [-0.08, -0.10, 0.14], [-0.02, 0.11, 0.07], [-0.07, 0.00, 0.07], [0.03, -0.01, 0.12]],
  "lowdin_charge": [0.000, 0.090, -0.200, -0.456, 0.754, -0.336, -0.064, -0.481, 0.704, 0.108, 0.111, 0.120, 0.183, 0.068, 0.098, 0.127, 0.072, 0.030, 0.070]
}